22
Properties=species:S:1:pos:R:3 method="wB97M-V/def2-TZVPD" homo_lumo_gap_ev=10.3 total_energy_ha=-595.28357 relative_energy_kcal_mol=37.4 charge=+1 e_homo_ev=-13.299 multiplicity=1
C 0.613 2.112 0.846
C 2.084 0.485 2.207
C -1.598 -0.535 0.112
C -1.335 -1.370 -4.237
C 0.681 0.930 1.807
N -1.158 -1.574 -3.006
P -0.021 -0.548 1.022
H -0.201 1.856 0.206
H 0.488 3.085 1.425
H 1.472 2.161 0.215
H 2.435 1.318 2.823
H 2.569 0.137 1.265
H 2.091 -0.420 2.788
H -2.040 0.470 0.330
H -2.330 -1.381 0.330
H -1.487 -0.523 -0.984
H -1.584 -0.317 -4.263
H -1.049 -2.008 -5.139
H 0.041 0.997 2.769
H -0.698 -2.533 -2.794
H -0.007 -1.462 2.085
H 1.034 -0.878 0.192


14
Properties=species:S:1:pos:R:3 method="wB97M-V/def2-TZVPD" homo_lumo_gap_ev=10.6 total_energy_ha=-270.45422 relative_energy_kcal_mol=65.1 charge=0 e_homo_ev=-9.672 multiplicity=1
C 1.719 0.686 0.192
C 0.426 0.800 -0.574
C -0.269 -1.842 -0.200
O -1.425 -2.116 0.025
C -0.767 0.911 -0.044
C -1.971 0.825 0.446
H 1.543 0.486 1.254
H 2.310 1.602 0.105
H 2.326 -0.133 -0.218
H 0.478 0.700 -1.659
H 0.129 -1.758 -1.229
H 0.468 -1.664 0.605
H -2.356 -0.175 0.658
H -2.611 1.678 0.639


23
Properties=species:S:1:pos:R:3 method="wB97M-V/def2-TZVPD" homo_lumo_gap_ev=11.0 total_energy_ha=-421.14767 relative_energy_kcal_mol=28.7 charge=+1 e_homo_ev=-13.730 multiplicity=1
C -0.221 0.231 1.442
C 0.657 0.821 0.372
C 0.033 0.821 -1.012
C -0.771 -0.826 -2.495
N -0.288 -0.567 -1.360
N -0.307 -1.263 1.287
H -1.203 0.611 1.181
H 0.064 0.546 2.438
H 0.883 1.849 0.626
H 1.579 0.253 0.217
H -0.866 1.437 -1.017
H 0.743 1.235 -1.725
H -0.940 -0.036 -3.228
H -0.983 -1.870 -2.701
H -0.915 -1.696 1.981
H -0.600 -1.386 0.303
H 0.607 -1.690 1.465
H -2.250 2.823 0.782
H -1.234 3.749 0.158
O -1.304 3.004 0.765
H 2.370 -3.268 0.715
H 2.732 -2.365 -0.500
O 2.213 -2.415 0.304


75
Properties=species:S:1:pos:R:3 method="wB97M-V/def2-TZVPD" homo_lumo_gap_ev=6.3 total_energy_ha=-2159.32546 relative_energy_kcal_mol=0.0 charge=0 e_homo_ev=-6.972 multiplicity=1
C 6.072 -1.445 -0.733
C 5.372 -0.323 -0.150
C 5.783 0.521 0.868
C 4.859 1.583 0.844
C 3.886 1.389 -0.174
B 3.113 2.664 -1.241
O 1.923 2.592 -0.146
C 1.005 3.317 -0.619
C 0.977 3.493 -2.129
C -0.376 3.968 -2.724
C 1.559 2.296 -2.935
O 2.841 1.906 -2.418
C 2.068 4.593 -2.117
O 3.335 4.086 -1.517
O 4.202 0.166 -0.716
H 7.087 -1.066 -0.952
H 6.140 -2.252 0.016
H 5.598 -1.772 -1.662
H 6.680 0.373 1.491
H 4.938 2.438 1.519
H 1.307 0.575 -0.311
H 0.240 3.792 0.028
H -0.184 4.806 -3.409
H -0.967 3.142 -3.160
H -1.054 4.291 -1.922
H 0.879 1.418 -2.899
H 1.689 2.651 -3.984
H 2.339 4.907 -3.139
H 1.663 5.481 -1.586
C -2.336 -0.529 5.981
N -2.320 0.590 5.082
C -3.231 1.689 5.354
C -4.392 1.683 4.372
F -5.398 2.546 4.735
F -3.958 2.025 3.105
F -4.927 0.406 4.296
C -1.486 0.595 4.008
C -1.181 1.795 3.324
C -0.631 1.743 2.058
C -0.201 0.550 1.479
C 0.268 0.484 -0.019
C -0.289 -0.707 -0.807
C 0.407 -1.350 -1.853
C -0.173 -2.425 -2.520
C -1.519 -2.799 -2.233
N -2.152 -3.785 -2.933
C -3.567 -4.083 -2.859
C -1.489 -4.642 -3.886
C -1.259 -6.028 -3.345
F -0.426 -6.784 -4.122
F -0.689 -5.994 -2.083
F -2.442 -6.707 -3.200
C -2.187 -2.176 -1.127
C -1.561 -1.145 -0.454
C -0.319 -0.609 2.253
C -0.933 -0.602 3.503
H -1.335 -0.798 6.338
H -2.957 -0.296 6.845
H -2.754 -1.434 5.519
H -3.660 1.532 6.357
H -2.712 2.658 5.277
H -1.405 2.755 3.782
H -0.565 2.637 1.467
H -0.225 1.383 -0.466
H 1.403 -1.013 -2.140
H 0.412 -3.009 -3.230
H -4.169 -3.184 -2.711
H -3.866 -4.543 -3.813
H -3.821 -4.780 -2.051
H -2.167 -4.780 -4.733
H -0.524 -4.262 -4.207
H -3.154 -2.510 -0.723
H -2.013 -0.622 0.393
H 0.016 -1.542 1.811
H -1.087 -1.524 4.055


- Which value of multiplicity does entry 2 give?
  1